1.
DFT (ωB97M-V with the def2-TZVPD basis set) results for a 2-piece molecular cluster, C4H5NO overall at a distorted geometry.

Summary:
**Gap between HOMO and LUMO**: 10.6 eV
**HOMO**: -10.16 eV
**Relative energy (zero: lowest compared OMol25 entry of this formula, charge and spin)**: 37.38 kcal/mol
**F_max**: 0.0305 Eh/bohr

Geometry as ORCA input:
```
! RIJCOSX wB97M-V def2-TZVPD def2/J DEFGRID3
* xyz 0 1
C 0.06555 0.43637 -0.91149
C 0.85441 -0.31016 2.02583
C 0.80931 -0.67140 -0.92041
H 0.37694 1.29213 -1.50774
H -1.24385 1.65528 0.35469
H -1.63620 -1.16762 0.03574
O 1.42168 0.63459 2.30694
C -1.08793 0.63101 -0.00211
H 0.60147 -1.51620 -0.26752
N -1.87184 -0.26089 0.45240
H 1.70052 -0.74851 -1.53483
*
```

=====

2.
DFT (ωB97M-V with the def2-TZVPD basis set) results for one molecule with the formula C4H5NO at a distorted geometry.

Summary:
**Gap between HOMO and LUMO**: 11.1 eV
**HOMO**: -10.63 eV
**SMILES**: C[C@H](C#N)C=O
**Relative energy (zero: lowest compared OMol25 entry of this formula, charge and spin)**: 19.72 kcal/mol
**F_max**: 0.0231 Eh/bohr

Geometry as ORCA input:
```
! RIJCOSX wB97M-V def2-TZVPD def2/J DEFGRID3
* xyz 0 1
C -0.03175 0.20237 0.40603
H -0.48930 1.70727 -1.12094
H -0.13631 0.92039 1.23306
C 1.06854 -0.71672 0.71408
O -1.25294 -1.87455 0.23542
H 1.23472 1.52506 -0.76269
C -1.30448 -0.67448 0.32549
H 0.41530 0.28998 -1.73103
N 1.95174 -1.42701 0.93640
H -2.30079 -0.19856 0.33324
C 0.29359 0.97960 -0.89088
*
```

=====

3.
DFT (ωB97M-V with the def2-TZVPD basis set) results for one molecule with the formula C4H5NO.

Summary:
**Gap between HOMO and LUMO**: 10.8 eV
**HOMO**: -9.94 eV
**SMILES**: CC#CC(N)=O
**Relative energy (zero: lowest compared OMol25 entry of this formula, charge and spin)**: 26.37 kcal/mol
**F_max**: 0.0116 Eh/bohr

Geometry as ORCA input:
```
! RIJCOSX wB97M-V def2-TZVPD def2/J DEFGRID3
* xyz 0 1
H -2.86516 -0.11178 -0.83319
H -2.69381 1.12740 0.42582
C 1.64585 -0.57206 0.10991
O 2.08159 -1.63886 0.49984
C -0.97952 -0.08414 0.11986
H -2.88661 -0.58211 0.87041
H 2.04752 1.30025 -0.69692
C 0.21351 -0.26223 0.10072
N 2.43516 0.43821 -0.35037
C -2.42962 0.10152 0.14855
H 3.43108 0.28380 -0.39464
*
```

=====

4.
DFT (ωB97M-V with the def2-TZVPD basis set) results for one molecule with the formula C4H5NO at a distorted geometry.

Summary:
**Gap between HOMO and LUMO (alpha / beta)**: 8.9 / 6.9 eV
**HOMO (alpha / beta)**: -10.07 / -8.66 eV
**Relative energy (zero: lowest compared OMol25 entry of this formula, charge and spin)**: 126.55 kcal/mol
**F_max**: 0.0379 Eh/bohr

Geometry as ORCA input:
```
! RIJCOSX wB97M-V def2-TZVPD def2/J DEFGRID3
* xyz 0 1
C 0.94172 0.30992 -0.34344
H -3.58432 -0.97294 0.04163
C -1.57402 0.09482 0.12750
H -0.34809 1.75143 0.67913
H 0.34405 -0.00690 -1.28233
H 1.75465 -0.76489 1.16011
C -2.65048 -0.45704 0.07617
N 1.48364 -0.91711 0.19319
H 2.33419 -1.12400 -0.32353
C -0.34002 0.73406 0.29124
O 1.63868 1.35263 -0.61966
*
```

=====

5.
DFT (ωB97M-V with the def2-TZVPD basis set) results for one molecule with the formula C4H5NO.

Summary:
**Gap between HOMO and LUMO**: 9.3 eV
**HOMO**: -8.87 eV
**Relative energy (zero: lowest compared OMol25 entry of this formula, charge and spin)**: 79.18 kcal/mol
**F_max**: 0.0080 Eh/bohr

Geometry as ORCA input:
```
! RIJCOSX wB97M-V def2-TZVPD def2/J DEFGRID3
* xyz 0 1
H -0.61003 -1.88320 -0.42957
N 1.74114 -0.07177 -0.42073
H 2.49878 -0.29745 0.21168
H 0.62146 -0.20454 1.36734
H -2.78502 -0.21486 -0.40038
C 0.47935 0.02869 0.29424
C -0.66406 -0.83110 -0.18602
O -1.39763 1.27489 0.17411
H 1.96523 0.82825 -0.83270
C -1.73632 -0.06086 -0.18756
C -0.11290 1.43196 0.40958
*
```

=====

6.
DFT (ωB97M-V with the def2-TZVPD basis set) results for one molecule with the formula C4H5NO.

Summary:
**Gap between HOMO and LUMO**: 10.2 eV
**HOMO**: -9.31 eV
**SMILES**: C#C/C(C)=N/O
**Relative energy (zero: lowest compared OMol25 entry of this formula, charge and spin)**: 81.85 kcal/mol
**F_max**: 0.0136 Eh/bohr

Geometry as ORCA input:
```
! RIJCOSX wB97M-V def2-TZVPD def2/J DEFGRID3
* xyz 0 1
N 0.58543 -1.40395 -0.26373
H -0.35975 0.10885 1.82427
H 1.24736 -2.73987 0.82836
H -0.47919 1.57064 0.80646
O 0.95166 -1.83632 0.99590
C -1.11184 0.97752 -2.16258
H 1.10882 0.96112 1.32920
C -0.38709 0.37547 -1.41297
H -1.84008 1.50663 -2.72964
C 0.10420 0.66988 1.00920
C 0.18047 -0.18996 -0.22448
*
```

=====

7.
DFT (ωB97M-V with the def2-TZVPD basis set) results for one molecule with the formula C4H5NO at a distorted geometry.

Summary:
**Gap between HOMO and LUMO**: 9.7 eV
**HOMO**: -8.91 eV
**SMILES**: CC1=N[C@H]1C=O
**Relative energy (zero: lowest compared OMol25 entry of this formula, charge and spin)**: 80.23 kcal/mol
**F_max**: 0.1004 Eh/bohr

Geometry as ORCA input:
```
! RIJCOSX wB97M-V def2-TZVPD def2/J DEFGRID3
* xyz 0 1
C 0.52907 0.87830 -0.62224
H 0.49684 -1.70457 2.28336
O -1.48118 -1.45487 2.86517
H -0.23206 1.63071 -0.76161
C -0.97357 -1.37864 0.24995
H -2.09310 -1.37919 0.10847
H 1.25924 0.88761 -1.34861
C -0.13979 -0.44406 -0.43785
C -0.63101 -1.57290 2.06029
N 0.04968 -1.67656 -0.70998
H 0.97666 0.88846 0.40193
*
```

=====

8.
DFT (ωB97M-V with the def2-TZVPD basis set) results for C4H5NO as an isolated structure at a distorted geometry.

Summary:
**Gap between HOMO and LUMO**: 10.0 eV
**HOMO**: -9.56 eV
**Relative energy (zero: lowest compared OMol25 entry of this formula, charge and spin)**: 59.17 kcal/mol
**F_max**: 0.0537 Eh/bohr

Geometry as ORCA input:
```
! RIJCOSX wB97M-V def2-TZVPD def2/J DEFGRID3
* xyz 0 1
C -1.56664 -0.29917 -0.06645
O 2.10689 0.84256 0.12089
H -1.82111 -0.60438 -1.08234
H -2.20253 0.54923 0.21568
H -0.19438 1.84091 1.05279
H -1.72860 -1.12401 0.62792
C 0.26939 1.26746 0.22448
C 1.99400 -0.39361 -0.24158
C -0.10780 0.01049 -0.04074
N 0.81118 -0.95427 -0.32711
H 2.85443 -1.03173 -0.51429
*
```

=====

9.
DFT (ωB97M-V with the def2-TZVPD basis set) results for C4H5NO as an isolated structure.

Summary:
**Gap between HOMO and LUMO**: 8.7 eV
**HOMO**: -9.46 eV
**Relative energy (zero: lowest compared OMol25 entry of this formula, charge and spin)**: 112.45 kcal/mol
**F_max**: 0.0061 Eh/bohr

Geometry as ORCA input:
```
! RIJCOSX wB97M-V def2-TZVPD def2/J DEFGRID3
* xyz 0 1
H -2.35939 0.22637 -0.65034
N 0.28350 -1.30049 0.02872
C -0.35448 -0.05984 0.06966
H -2.18371 -1.06142 0.55688
H 2.53183 0.70085 0.51609
H 2.23642 0.60796 -1.29074
O 1.50337 -1.26699 -0.15597
H -2.12815 0.64650 1.05018
C -1.84102 -0.06341 0.26968
C 1.80419 0.58343 -0.28866
C 0.50745 0.98704 -0.10550
*
```

=====

10.
DFT (ωB97M-V with the def2-TZVPD basis set) results for one molecule with the formula C4H5NO at a distorted geometry.

Summary:
**Gap between HOMO and LUMO (alpha / beta)**: 8.3 / 6.9 eV
**HOMO (alpha / beta)**: -9.46 / -8.45 eV
**SMILES**: C[C@@H]1C=C=NO1
**Relative energy (zero: lowest compared OMol25 entry of this formula, charge and spin)**: 124.31 kcal/mol
**F_max**: 0.0201 Eh/bohr

Geometry as ORCA input:
```
! RIJCOSX wB97M-V def2-TZVPD def2/J DEFGRID3
* xyz 0 1
H 1.66958 0.50172 0.34180
H 0.90027 -0.01701 1.86226
C -0.43254 0.13805 0.16125
C 0.77787 0.59888 0.96749
H 0.66590 1.64414 1.26453
C -0.32693 -1.06552 -1.81895
C -0.48234 -1.20395 -0.46472
N -0.13911 0.23573 -2.07721
H -0.81014 -2.09778 0.05556
O -0.45446 0.99753 -1.01290
H -1.36811 0.26820 0.72088
*
```

=====

11.
DFT (ωB97M-V with the def2-TZVPD basis set) results for a 2-piece molecular cluster, C4H5NO overall at a distorted geometry.

Summary:
**Gap between HOMO and LUMO**: 10.5 eV
**HOMO**: -10.62 eV
**Relative energy (zero: lowest compared OMol25 entry of this formula, charge and spin)**: 72.09 kcal/mol
**F_max**: 0.0956 Eh/bohr

Geometry as ORCA input:
```
! RIJCOSX wB97M-V def2-TZVPD def2/J DEFGRID3
* xyz 0 1
C 0.47839 0.96876 -0.49570
H 1.32026 1.44026 0.01946
O -0.25107 -1.87340 1.50346
H 1.67444 -0.88916 -0.26964
H 0.35731 1.27295 -1.54148
N -2.36795 0.24117 1.10176
C -1.30705 -0.06684 0.73355
C -0.20610 -1.04333 0.64416
H -0.68457 1.49270 0.20545
H 0.32985 -0.98602 -1.42878
C 0.65650 -0.55709 -0.47225
*
```

=====

12.
DFT (ωB97M-V with the def2-TZVPD basis set) results for one molecule with the formula C4H5NO.

Summary:
**Gap between HOMO and LUMO**: 9.4 eV
**HOMO**: -8.94 eV
**Relative energy (zero: lowest compared OMol25 entry of this formula, charge and spin)**: 109.61 kcal/mol
**F_max**: 0.0115 Eh/bohr

Geometry as ORCA input:
```
! RIJCOSX wB97M-V def2-TZVPD def2/J DEFGRID3
* xyz 0 1
H -1.16320 1.58355 1.00022
N -1.42523 -0.06634 -0.41838
C -0.62197 0.83905 0.41680
C 0.58675 0.04439 0.85400
H 0.57374 -1.75268 -0.45291
C 0.82994 -0.68712 -0.47772
H -1.46300 -0.97977 0.04067
C -0.25594 0.09637 -1.25168
H -0.12702 1.41360 -0.52409
O 1.24123 0.09940 1.86018
H 1.86012 -0.57263 -0.82320
*
```

=====

13.
DFT (ωB97M-V with the def2-TZVPD basis set) results for one molecule with the formula C4H5NO.

Summary:
**Gap between HOMO and LUMO (alpha / beta)**: 7.4 / 7.4 eV
**HOMO (alpha / beta)**: -7.94 / -7.95 eV
**Relative energy (zero: lowest compared OMol25 entry of this formula, charge and spin)**: 101.07 kcal/mol
**F_max**: 0.0088 Eh/bohr

Geometry as ORCA input:
```
! RIJCOSX wB97M-V def2-TZVPD def2/J DEFGRID3
* xyz 0 1
H 0.74940 -1.22037 -0.23940
H 1.63516 -1.69500 1.35786
C 0.80868 -1.13580 0.92469
H -1.49604 0.57141 -1.10673
C -0.98883 0.48245 0.86766
C -0.01853 -0.33103 1.52856
C 0.48180 0.36787 -1.20520
O -2.05606 0.92672 1.19970
N -0.63137 0.69526 -0.58829
H 0.43072 0.03229 -2.23450
H 1.42738 0.69491 -0.79155
*
```

=====

14.
DFT (ωB97M-V with the def2-TZVPD basis set) results for one molecule with the formula C4H5NO.

Summary:
**Gap between HOMO and LUMO**: 9.1 eV
**HOMO**: -9.44 eV
**Relative energy (zero: lowest compared OMol25 entry of this formula, charge and spin)**: 82.90 kcal/mol
**F_max**: 0.0089 Eh/bohr

Geometry as ORCA input:
```
! RIJCOSX wB97M-V def2-TZVPD def2/J DEFGRID3
* xyz 0 1
H 0.34303 -1.41178 1.74894
C 1.02206 -1.14907 -0.26626
H -1.53634 2.27730 0.12395
C -0.53815 0.72144 -0.23837
C 0.73356 -0.62537 1.08751
O -0.19303 0.47857 1.05706
H 0.34244 -0.10364 -2.10153
C 0.06668 -0.38061 -1.08257
H -0.68246 -1.19487 -1.18993
H 1.69028 -0.29119 1.51261
N -1.24809 1.67922 -0.65142
*
```

=====

15.
DFT (ωB97M-V with the def2-TZVPD basis set) results for a 2-piece molecular cluster, C4H5NO overall.

Summary:
**Gap between HOMO and LUMO**: 9.7 eV
**HOMO**: -9.22 eV
**Relative energy (zero: lowest compared OMol25 entry of this formula, charge and spin)**: 115.35 kcal/mol
**F_max**: 0.0137 Eh/bohr

Geometry as ORCA input:
```
! RIJCOSX wB97M-V def2-TZVPD def2/J DEFGRID3
* xyz 0 1
O 1.67539 1.26561 0.57382
H 1.80796 -0.76420 -0.09820
H -1.69645 0.34099 1.36818
H -0.96179 0.59726 -2.22401
N -2.30254 -0.04092 0.63182
H 2.32135 -0.45811 1.66578
C 0.57208 0.76045 1.00400
C -0.98958 -0.23577 -1.53194
C -1.66765 -0.13548 -0.41038
C 1.72390 -0.17061 0.80671
H -0.48266 -1.15924 -1.78578
*
```

=====

16.
DFT (ωB97M-V with the def2-TZVPD basis set) results for C4H5NO as an isolated structure at a distorted geometry.

Summary:
**Gap between HOMO and LUMO**: 11.1 eV
**HOMO**: -10.25 eV
**Relative energy (zero: lowest compared OMol25 entry of this formula, charge and spin)**: 90.46 kcal/mol
**F_max**: 0.0216 Eh/bohr

Geometry as ORCA input:
```
! RIJCOSX wB97M-V def2-TZVPD def2/J DEFGRID3
* xyz 0 1
H 0.27522 0.47610 -1.30841
H 0.06260 0.80410 1.61472
N -0.23881 0.68435 0.65764
C -1.55417 0.39390 0.43781
C 1.88721 -1.09269 0.34660
C 1.01184 -1.29689 -0.56621
O -1.99074 0.00332 -0.62506
H 0.41355 -1.88812 -1.26017
C 0.73739 0.33283 -0.33611
H 1.58774 1.02189 -0.28409
H -2.19183 0.56122 1.32328
*
```

=====

17.
DFT (ωB97M-V with the def2-TZVPD basis set) results for one molecule with the formula C4H5NO.

Summary:
**Gap between HOMO and LUMO**: 10.8 eV
**HOMO**: -9.90 eV
**SMILES**: CC#CC(N)=O
**Relative energy (zero: lowest compared OMol25 entry of this formula, charge and spin)**: 26.85 kcal/mol
**F_max**: 0.0110 Eh/bohr

Geometry as ORCA input:
```
! RIJCOSX wB97M-V def2-TZVPD def2/J DEFGRID3
* xyz 0 1
O 2.03564 -1.48406 1.02874
H -2.82599 -0.48630 1.08094
C 1.66639 -0.51338 0.39467
C 0.25308 -0.14113 0.31239
N 2.51712 0.29299 -0.29804
C -0.94588 -0.02165 0.26362
H -2.78288 1.05575 0.20073
H -2.76113 -0.47777 -0.68921
H 3.47908 -0.00178 -0.36686
H 2.18337 1.03835 -0.88625
C -2.40464 0.02968 0.21281
*
```

=====

18.
DFT (ωB97M-V with the def2-TZVPD basis set) results for one molecule with the formula C4H5NO at a distorted geometry.

Summary:
**Gap between HOMO and LUMO**: 8.7 eV
**HOMO**: -7.94 eV
**SMILES**: Oc1ccc[nH]1
**Relative energy (zero: lowest compared OMol25 entry of this formula, charge and spin)**: 19.48 kcal/mol
**F_max**: 0.0265 Eh/bohr

Geometry as ORCA input:
```
! RIJCOSX wB97M-V def2-TZVPD def2/J DEFGRID3
* xyz 0 1
H 0.66969 -2.02018 -0.36345
H -2.22315 1.20132 0.18415
C -1.14016 -0.80076 0.05306
H 2.52221 -0.13556 0.42653
N -0.10779 1.14891 -0.16208
C -1.35162 0.56352 0.03183
H -1.63597 -1.60462 0.58496
C 0.22989 -1.04169 -0.23117
C 0.84318 0.17546 -0.28651
H 0.12540 2.11706 -0.00355
O 2.17246 0.47930 -0.24260
*
```

=====

19.
DFT (ωB97M-V with the def2-TZVPD basis set) results for C4H5NO as an isolated structure.

Summary:
**Gap between HOMO and LUMO**: 8.2 eV
**HOMO**: -7.89 eV
**Relative energy (zero: lowest compared OMol25 entry of this formula, charge and spin)**: 86.54 kcal/mol
**F_max**: 0.0085 Eh/bohr

Geometry as ORCA input:
```
! RIJCOSX wB97M-V def2-TZVPD def2/J DEFGRID3
* xyz 0 1
H 2.37194 0.00072 1.04445
H 2.17487 1.08406 -0.36178
O -0.53715 -1.66988 -0.12707
C 0.39200 0.44337 0.56864
C -1.48363 0.46926 -0.06571
H -2.17919 1.22877 -0.40278
H 1.79730 -0.67980 -0.49234
C 1.77294 0.20394 0.14865
C -1.46092 -0.88123 -0.40555
H -2.36245 -1.23291 -0.94430
N -0.56818 0.95920 1.04411
*
```

=====

20.
DFT (ωB97M-V with the def2-TZVPD basis set) results for one molecule with the formula C4H5NO at a distorted geometry.

Summary:
**Gap between HOMO and LUMO**: 9.4 eV
**HOMO**: -8.70 eV
**SMILES**: N#C[C@@H]1C[C@@H]1O
**Relative energy (zero: lowest compared OMol25 entry of this formula, charge and spin)**: 72.19 kcal/mol
**F_max**: 0.0432 Eh/bohr

Geometry as ORCA input:
```
! RIJCOSX wB97M-V def2-TZVPD def2/J DEFGRID3
* xyz 0 1
H -1.07321 0.54476 0.76512
C -0.91656 0.31570 -0.30494
H 0.36708 -1.04484 -1.35360
H -0.04975 -0.85777 1.67780
C -0.32094 -1.01854 -0.51205
H -0.91902 -1.91498 -0.40302
O -0.43056 1.27568 -1.14380
N 2.56664 0.74389 0.67020
C 1.54784 0.18813 0.70026
C 0.29545 -0.46455 0.71992
H -0.75715 2.13592 -0.85648
*
```